This record from OMol25 describes a 2-piece molecular cluster, C2H3O3S overall at a distorted geometry. The level of theory is ωB97M-V/def2-TZVPD.

Last columns: bonded neighbours and bond lengths (Å).
Cartesian coordinates (Å):
1 C 3.2910 -0.0436 0.3372  C2 1.192, H8 1.069
2 C 2.1295 0.1991 0.2219  C1 1.192, H9 1.075
3 O -2.7667 -1.2523 0.3397  S6 1.453
4 O -3.2216 1.0754 -0.3427  S6 1.474
5 O -1.0364 0.4993 0.6185  S6 1.471
6 S -2.2219 0.0184 -0.1071  O3 1.453, O4 1.474, O5 1.471, H7 1.422
7 H -1.6046 -0.3493 -1.3346  S6 1.422
8 H 4.3034 -0.3727 0.4349  C1 1.069
9 H 1.1274 0.2256 -0.1678  C2 1.075

energy relative to the best compared isomer or geometry (same formula, charge and spin) = 59.9 kcal/mol
charge = -1
multiplicity = 1
LUMO level = 3.596 eV
calculated total energy = -701.899391 hartree

***

This record from OMol25 describes one molecule with the formula C4H11N3 at a distorted geometry. The level of theory is ωB97M-V/def2-TZVPD.

Last columns: bonded neighbours and bond lengths (Å).
Cartesian coordinates (Å):
1 C 1.3940 -0.8645 -0.0591  C2 1.522, H8 1.087, H9 1.088, H10 1.088
2 C 0.0189 -0.3554 0.3500  C1 1.522, C3 1.523, N4 1.461, C6 1.581
3 C -0.0283 0.0124 1.8272  C2 1.523, H11 1.089, H12 1.090, H13 1.089
4 N -1.0346 -1.2565 -0.1102  C2 1.461, N5 1.601, H14 1.021
5 N -1.6510 -0.0971 -1.0264  N4 1.601, C6 1.453, H15 1.018
6 C -0.5852 0.7790 -0.5704  C2 1.581, N5 1.453, N7 1.432, H16 1.103
7 N 0.2714 1.2686 -1.6078  C6 1.432, H17 1.013, H18 1.013
8 H 1.4152 -1.0511 -1.1293  C1 1.087
9 H 2.1616 -0.1342 0.1890  C1 1.088
10 H 1.6096 -1.7915 0.4682  C1 1.088
11 H 0.6688 0.8232 2.0348  C3 1.089
12 H -1.0298 0.3334 2.1126  C3 1.090
13 H 0.2483 -0.8469 2.4366  C3 1.089
14 H -1.7132 -1.4810 0.6182  N4 1.021
15 H -1.4637 -0.5259 -1.9310  N5 1.018
16 H -1.0045 1.5901 0.0482  C6 1.103
17 H -0.2319 1.6674 -2.3915  N7 1.013
18 H 0.9546 1.9300 -1.2593  N7 1.013

energy relative to the best compared isomer or geometry (same formula, charge and spin) = 62.3 kcal/mol
charge = 0
multiplicity = 1
SMILES = CC1(C)NN[C@@H]1N
LUMO level = 0.982 eV
calculated total energy = -323.207199 hartree

***

What is the LUMO level in the first record?
3.596 eV

***

calculated total energy of number 1 (C2H3O3S)?
-701.899391 hartree